This record from the OMol25 dataset describes the molecule C3H3F3 in a non-equilibrium geometry. The level of theory is ωB97M-V/def2-TZVPD.

The total energy is -11306.8763 eV. As for the multiplicity: 3. The calculation puts the energy above the lowest of the compared OMol25 structures with the same formula, charge and spin at 0.000 eV.

Last column: Löwdin charge in e.
Atoms and positions in Å:
C: 1.216 -0.389 0.709  0.10
C: 0.472 0.217 -0.265  -0.27
C: -1.085 0.107 -0.427  -0.29
F: 0.996 1.133 -1.059  0.10
F: -1.522 -0.802 -1.348  0.05
F: -1.643 -0.324 0.771  0.03
H: 2.138 0.152 0.859  0.07
H: 0.845 -1.119 1.455  0.09
H: -1.415 1.024 -0.694  0.11